Run i
This record from the Open Molecules 2025 dataset describes 2 unconnected molecules or ions with the total composition CH3FN2O. The level of theory is the ωB97M-V functional and the def2-TZVPD basis.

```
8
Properties=species:S:1:pos:R:3:nbo_charge:R:1
C 0.11 0.22 -0.07 0.613
N -1.17 0.45 -0.14 -0.770
N 0.75 -0.91 -0.02 -0.204
O 1.13 1.83 0.15 -0.700
F 2.11 -0.93 0.15 -0.164
H -1.87 -0.27 -0.11 0.392
H -1.43 1.42 -0.22 0.448
H 0.37 -1.81 0.26 0.384
```

Output
E_LUMO (spin up / spin down) = 0.18 / 0.18 eV
E_HOMO (spin up / spin down) = -8.65 / -8.65 eV

Run ii
This record from the Open Molecules 2025 dataset describes 2 unconnected molecules or ions with the total composition CH3FN2O. The level of theory is the ωB97M-V functional and the def2-TZVPD basis.

```
8
Properties=species:S:1:pos:R:3:nbo_charge:R:1
C 0.03 1.19 0.00 0.514
N 0.25 -1.04 -0.55 -0.494
N -0.55 -0.06 -0.27 0.025
O 1.18 1.35 -0.18 -0.503
F -1.04 -0.37 1.43 -0.507
H -0.60 2.00 0.44 0.164
H -0.34 -1.95 -0.86 0.413
H 1.07 -1.13 0.00 0.388
```

Output
E_LUMO = -0.86 eV
E_HOMO = -10.92 eV

Stability summary - winner: run ii; margin: 0.1181 hartree.

Run i
This record from the Open Molecules 2025 dataset describes a single CH4O3S molecule. The level of theory is the ωB97M-V functional and the def2-TZVPD basis.

```
9
Properties=species:S:1:pos:R:3:nbo_charge:R:1
O 0.14 1.23 -1.22 -0.707
C -0.41 0.26 -0.48 0.626
O -0.06 -1.02 -0.91 -0.692
O -0.04 0.48 0.97 -0.707
S -0.18 -0.95 1.77 0.278
H 0.07 2.07 -0.84 0.493
H -1.55 0.39 -0.56 0.131
H 0.96 -1.08 -0.94 0.485
H 1.07 -1.38 2.20 0.093
```

Output
E_LUMO = 0.67 eV
E_HOMO = -8.95 eV

Run ii
This record from the Open Molecules 2025 dataset describes 2 unconnected molecules or ions with the total composition CH4O3S. The level of theory is the ωB97M-V functional and the def2-TZVPD basis.

```
9
Properties=species:S:1:pos:R:3:nbo_charge:R:1
O -0.26 -0.80 -1.50 -0.563
C -0.83 0.19 -1.79 0.655
O -1.24 1.17 -0.96 -0.698
H -1.05 0.56 -2.77 0.111
H -1.24 0.99 -0.04 0.489
O 1.80 -1.10 2.04 -0.846
S 0.62 0.10 2.24 0.292
H 1.51 -1.93 1.61 0.494
H 0.69 0.83 1.16 0.065
```

Output
E_LUMO = 0.23 eV
E_HOMO = -9.60 eV

Stability summary - winner: run ii; margin: 0.0198 hartree.

Run i
This record from the Open Molecules 2025 dataset describes 2 unconnected molecules or ions with the total composition C4H11N2O2. The level of theory is the ωB97M-V functional and the def2-TZVPD basis.

```
19
Properties=species:S:1:pos:R:3:nbo_charge:R:1
N -2.05 0.66 -1.14 -0.858
C -2.18 0.31 0.20 0.876
O -2.12 -1.03 0.42 -0.696
O -2.33 1.06 1.12 -0.610
H -1.26 0.23 -1.62 0.387
H -2.03 1.67 -1.24 0.411
H -2.23 -1.49 -0.42 0.498
C 1.60 -0.20 -1.66 -0.660
C 1.36 -0.52 -0.22 -0.117
C 1.04 0.37 0.69 -0.097
N 0.74 -0.05 2.08 -0.684
H 1.40 0.84 -1.89 0.231
H 2.64 -0.41 -1.92 0.262
H 1.01 -0.86 -2.28 0.240
H 1.41 -1.57 0.06 0.217
H 0.95 1.44 0.53 0.240
H 1.10 -0.99 2.25 0.444
H 1.22 0.55 2.76 0.448
H -0.26 -0.01 2.28 0.470
```

Output
Charge = +1
E_LUMO = -3.42 eV
E_HOMO = -14.17 eV

Run ii
This record from the Open Molecules 2025 dataset describes 4 unconnected molecules or ions with the total composition C4H11N2O2. The level of theory is the ωB97M-V functional and the def2-TZVPD basis.

```
19
Properties=species:S:1:pos:R:3:nbo_charge:R:1
C 0.56 -0.87 1.81 -0.690
C 0.64 -0.88 0.34 0.327
C -0.38 -0.76 -0.67 0.075
N 0.29 -0.76 -1.87 -0.546
C 1.60 -0.75 -1.54 0.387
N 1.88 -0.86 -0.26 -0.435
H 0.95 -1.78 2.28 0.282
H 1.12 -0.01 2.21 0.284
H -0.49 -0.75 2.13 0.235
H -1.42 -0.54 -0.54 0.293
H 0.00 -0.76 -2.84 0.472
H 2.39 -0.84 -2.30 0.247
H -0.88 1.15 0.75 0.050
H 0.43 1.77 -0.01 0.439
H 1.32 3.00 -0.21 0.493
O 1.28 2.05 -0.38 -0.938
H -2.39 0.94 0.35 0.439
H -3.68 0.11 0.75 0.494
O -3.21 0.54 0.02 -0.909
```

Output
Charge = +1
E_LUMO = -8.56 eV
E_HOMO = -14.58 eV

Run iii
This record from the Open Molecules 2025 dataset describes 2 unconnected molecules or ions with the total composition C4H11N2O2. The level of theory is the ωB97M-V functional and the def2-TZVPD basis.

```
19
Properties=species:S:1:pos:R:3:nbo_charge:R:1
C 0.91 1.20 -0.73 0.065
C -0.01 1.12 -1.71 -0.229
N -0.74 -0.14 -1.90 -0.681
N 1.84 2.19 -0.59 -0.750
H 0.91 0.46 0.06 0.203
H -0.16 1.86 -2.47 0.229
H -0.76 -0.46 -2.87 0.440
H -0.33 -0.89 -1.31 0.464
H -1.72 -0.13 -1.59 0.431
H 1.74 3.03 -1.13 0.399
H 2.11 2.39 0.36 0.404
O 1.03 -2.00 2.09 -0.522
C 0.03 -1.58 1.62 0.788
O -0.34 -1.92 0.32 -0.770
C -1.03 -0.77 2.32 -0.728
H 0.25 -2.64 0.06 0.509
H -1.58 -0.18 1.58 0.219
H -0.49 -0.10 2.99 0.254
H -1.67 -1.43 2.89 0.273
```

Output
Charge = +1
E_LUMO = -3.33 eV
E_HOMO = -13.22 eV

Stability summary - winner: run i; margin: 0.0081 hartree.